Entry 1:
# C2H2ClNO2

One molecule with the formula C2H2ClNO2 at a distorted geometry (ωB97M-V/def2-TZVPD, the Open Molecules 2025 dataset).

```
8
Properties=species:S:1:pos:R:3:forces:R:3
C 0.25842 -0.80556 0.90102 2.3083 -0.9743 -0.1801
C -0.37109 0.07288 0.21624 -3.5097 1.9494 -0.2737
Cl -2.16902 0.63911 0.59461 3.2420 -0.8479 -0.6964
N 0.25853 0.65041 -0.99901 -2.0515 0.3532 -0.4063
O 1.34422 0.26547 -1.33726 0.6734 -0.1504 0.1839
O -0.45280 1.42081 -1.60460 0.4414 0.2475 -0.1585
H -0.12596 -1.21544 1.80178 -0.0742 -0.4788 0.4261
H 1.25770 -1.02769 0.42721 -1.0298 -0.0989 1.1049
```
Forces are in eV/Å.

## Properties
- structure (SMILES) = C=C(Cl)[N+](=O)[O-]
- largest force on an atom (eV/A) = 4.0
- molar mass (g mol⁻¹) = 107.50
- energy relative to the best compared isomer or geometry (same formula, charge and spin) (kJ/mol) = 388.92
- highest occupied orbital energy (eV) = -11.20

natural (NBO) atomic charge list, values in e, 4 entries: -0.38, 0.10, -0.03, 0.49

---

Entry 2:
# C2H2ClNO4

One molecule with the formula C2H2ClNO4 at a distorted geometry (ωB97M-V/def2-TZVPD, the Open Molecules 2025 dataset).

```
10
Properties=species:S:1:pos:R:3:forces:R:3
O -0.00827 0.64720 1.54721 0.3498 -0.0368 -0.6697
C 0.25135 0.35115 0.42276 0.4107 0.1838 1.2928
C 1.71451 -0.06839 -0.02713 -0.3344 0.4878 -1.8800
Cl 1.61202 -1.90250 -0.05979 0.3886 0.9964 0.3129
O -0.72429 0.31842 -0.59678 1.6826 -0.0920 -0.6494
N -2.11071 0.10219 -0.30481 -0.4247 -0.5746 0.7186
O -2.77546 0.13781 -1.27983 0.1169 0.3781 -0.7355
O -2.41959 -0.14846 0.80873 0.1904 0.0252 0.4938
H 1.88276 0.19473 -1.15469 -0.2302 -0.2390 2.2715
H 2.57768 0.36785 0.64434 -2.1498 -1.1289 -1.1550
```
Forces are in eV/Å.

## Properties
- structure (SMILES) = O=C(CCl)O[N+](=O)[O-]
- largest force on an atom (eV/A) = 2.7
- molar mass (g mol⁻¹) = 139.49
- energy relative to the best compared isomer or geometry (same formula, charge and spin) (kJ/mol) = 56.26
- highest occupied orbital energy (eV) = -11.16

natural (NBO) atomic charge list, values in e, 4 entries: -0.49, 0.76, -0.47, -0.04

---

Entry 3:
# C2H2ClNS

A 2-piece molecular cluster, C2H2ClNS overall at a distorted geometry (ωB97M-V/def2-TZVPD, the Open Molecules 2025 dataset).

```
7
Properties=species:S:1:pos:R:3:forces:R:3
C -0.40464 -0.43393 -0.98966 0.6561 2.4136 2.1494
C -0.09038 0.53326 0.01808 -0.4786 0.6528 0.1964
N -0.71404 -1.21645 -1.74404 -0.6411 -1.9990 -1.9542
S -0.58551 0.14706 1.69958 0.4564 0.5885 -1.1130
Cl -0.39962 2.23310 -0.42619 0.4507 -1.4338 0.2643
H 2.04946 -0.31180 -0.18036 -0.5463 0.4192 0.0994
H 0.14474 -0.95123 1.62259 0.1029 -0.6413 0.3577
```
Forces are in eV/Å.

## Properties
- largest force on an atom (eV/A) = 3.3
- molar mass (g mol⁻¹) = 107.56
- energy relative to the best compared isomer or geometry (same formula, charge and spin) (kJ/mol) = 344.18
- highest occupied orbital energy (spin up / spin down) (eV) = -9.30 / -10.57

natural (NBO) atomic charge list, values in e, 4 entries: 0.16, -0.28, -0.25, 0.13

---

Entry 4:
# C2H2ClNS

One molecule with the formula C2H2ClNS at a distorted geometry (ωB97M-V/def2-TZVPD, the Open Molecules 2025 dataset).

```
7
Properties=species:S:1:pos:R:3:forces:R:3
C -0.03899 0.40535 -0.09773 -2.3543 -1.3616 1.6459
C -1.30090 0.01446 0.10837 0.9424 0.4403 -0.5629
N 1.00368 -0.44107 0.13321 0.4376 -1.4514 -0.9147
S 0.87297 -2.05676 -0.01809 0.2375 -0.7370 0.1790
Cl -2.77474 0.73898 0.00737 -0.3087 0.2074 -0.0647
H 0.40204 1.32590 0.02286 -0.2944 3.0377 -0.4192
H 1.83594 0.01315 -0.15598 1.3399 -0.1352 0.1367
```
Forces are in eV/Å.

## Properties
- largest force on an atom (eV/A) = 3.2
- molar mass (g mol⁻¹) = 107.56
- energy relative to the best compared isomer or geometry (same formula, charge and spin) (kJ/mol) = 305.61
- highest occupied orbital energy (spin up / spin down) (eV) = -8.16 / -8.71

natural (NBO) atomic charge list, values in e, 4 entries: -0.19, -0.01, -0.66, 0.16

---

Entry 5:
# C2H2ClNS2

A 2-piece molecular cluster, C2H2ClNS2 overall at a distorted geometry (ωB97M-V/def2-TZVPD, the Open Molecules 2025 dataset).

```
8
Properties=species:S:1:pos:R:3:forces:R:3
S 3.16704 1.91540 -1.57297 -0.6370 1.1236 0.5840
N 2.45892 2.76845 -0.43767 -0.8914 -0.4670 0.0471
S 1.17997 3.49922 0.10153 1.6262 -0.0061 -0.4933
Cl -0.24700 4.24185 -1.23170 0.0614 -0.2900 -0.1835
C 0.37423 -1.05079 -0.50031 -1.0235 1.2432 1.3874
C 0.50005 0.08138 -0.07107 1.5800 -0.5273 -1.2309
H -0.13499 -1.97426 -0.49466 0.1209 -0.7271 -0.5038
H 1.07911 0.99155 -0.00350 -0.8365 -0.3491 0.3930
```
Forces are in eV/Å.

## Properties
- structure (SMILES) = S=NSCl.C#C
- largest force on an atom (eV/A) = 2.1
- molar mass (g mol⁻¹) = 139.63
- energy relative to the best compared isomer or geometry (same formula, charge and spin) (kJ/mol) = 253.16
- highest occupied orbital energy (eV) = -9.04

natural (NBO) atomic charge list, values in e, 4 entries: 0.33, -0.79, 0.73, -0.25

---

Entry 6:
# C2H2ClNS3

C2H2ClNS3 as an isolated structure at a distorted geometry (ωB97M-V/def2-TZVPD, the Open Molecules 2025 dataset).

```
9
Properties=species:S:1:pos:R:3:forces:R:3
C 0.28397 -0.67235 -0.54465 1.1113 -1.7156 0.4479
C -0.99852 -0.35244 -0.09192 -3.0532 0.2231 -1.4753
N 0.45140 -1.46388 -1.59226 -0.9217 0.8778 0.4713
S -2.50364 -0.86915 -0.97926 1.0021 0.5568 0.0426
S -0.67825 0.02561 -3.45694 0.6111 -0.1233 -0.3992
S -1.60380 0.77444 -2.01754 -1.1961 -0.2075 0.6943
Cl 2.01408 -1.84537 -2.19378 -0.0222 0.3941 0.7481
H 1.04071 -0.32996 0.15075 0.7522 0.2501 -0.5133
H -1.42764 0.25604 0.71970 1.7164 -0.2554 -0.0163
```
Forces are in eV/Å.

## Properties
- largest force on an atom (eV/A) = 3.4
- molar mass (g mol⁻¹) = 171.70
- energy relative to the best compared isomer or geometry (same formula, charge and spin) (kJ/mol) = 86.54
- highest occupied orbital energy (eV) = -8.82

natural (NBO) atomic charge list, values in e, 4 entries: -0.05, -0.39, -0.44, 0.10

---

Entry 7:
# C2H2ClO3P

C2H2ClO3P as an isolated structure at a distorted geometry (ωB97M-V/def2-TZVPD, the Open Molecules 2025 dataset).

```
9
Properties=species:S:1:pos:R:3:forces:R:3
C 1.37618 0.18959 -0.39576 2.2567 3.7248 0.9792
C 0.22629 0.51551 0.15635 0.1530 1.1744 -0.7380
O -0.70404 -1.59024 1.37680 -0.9890 0.7814 -1.2811
O -0.99723 -1.23721 -1.17822 0.3850 -1.2688 -1.4090
O -2.53405 0.02945 0.31396 -0.5706 0.0422 0.8311
P -1.27458 -0.75887 0.19589 0.3875 0.0941 2.0685
Cl 0.06662 2.81035 0.36970 0.2741 -1.3875 -0.1501
H 2.32099 0.87882 -0.52657 -2.1645 -1.3071 0.1142
H 1.51981 -0.83739 -0.31215 0.2679 -1.8535 -0.4149
```
Forces are in eV/Å.

## Properties
- largest force on an atom (eV/A) = 4.5
- molar mass (g mol⁻¹) = 140.46
- energy relative to the best compared isomer or geometry (same formula, charge and spin) (kJ/mol) = 181.05
- total charge = -2
- highest occupied orbital energy (eV) = -0.11

natural (NBO) atomic charge list, values in e, 4 entries: -0.65, 0.00, -1.20, -1.20

---

Entry 8:
# C2H2ClO3S

An isolated ion of composition C2H2ClO3S and charge -1 at a distorted geometry (ωB97M-V/def2-TZVPD, the Open Molecules 2025 dataset).

```
9
Properties=species:S:1:pos:R:3:forces:R:3
C 0.39455 -0.05474 0.55426 1.2771 5.8842 5.7019
C -0.92290 0.04586 -0.05326 -1.9883 1.9987 0.1631
O 1.18004 0.26115 -1.89264 0.8018 -0.0035 -0.9497
O 0.48672 0.82911 1.96378 -0.4024 -3.6849 -4.8361
O 1.24812 -1.04952 0.29126 1.0315 -2.5305 0.2038
S 1.77175 0.29022 -0.54025 -0.7522 0.5418 -0.4739
Cl -1.74128 -1.51664 -0.00689 -0.4623 -0.7744 -0.4437
H -1.39084 0.63749 0.78508 -0.0124 -0.2504 -1.3325
H -1.02616 0.55708 -1.10133 0.5072 -1.1809 1.9670
```
Forces are in eV/Å.

## Properties
- largest force on an atom (eV/A) = 8.3
- molar mass (g mol⁻¹) = 141.56
- energy relative to the best compared isomer or geometry (same formula, charge and spin) (kJ/mol) = 348.34
- total charge = -1
- highest occupied orbital energy (eV) = -3.43

natural (NBO) atomic charge list, values in e, 4 entries: 0.32, -0.49, -0.99, -0.95

---

Entry 9:
# C2H2CsLiO2

C2H2CsLiO2 as an isolated structure at a distorted geometry (ωB97M-V/def2-TZVPD, the Open Molecules 2025 dataset).

```
8
Properties=species:S:1:pos:R:3:forces:R:3
H 0.02470 -0.45165 1.22075 -1.9645 1.5413 0.0023
O -1.65249 0.30969 0.09949 -2.6203 0.3501 0.6643
C -0.52181 0.47252 0.65232 1.5689 -4.0186 -0.4478
C 0.59000 0.89508 -0.11513 3.2839 -0.2502 2.1619
O 1.58188 0.06668 -0.00557 -1.1765 1.9355 -1.3482
Li -3.35242 -0.17230 0.25660 0.7196 0.3180 -0.0578
Cs 2.62275 -3.09984 -1.84897 -0.0670 0.4059 0.2360
H 0.70739 1.97984 -0.25949 0.2559 -0.2819 -1.2107
```
Forces are in eV/Å.

## Properties
- spin multiplicity = 2
- largest force on an atom (eV/A) = 4.3
- molar mass (g mol⁻¹) = 197.88
- energy relative to the best compared isomer or geometry (same formula, charge and spin) (kJ/mol) = 219.33
- total charge = +1
- highest occupied orbital energy (spin up / spin down) (eV) = -9.20 / -11.41

natural (NBO) atomic charge list, values in e, 4 entries: 0.10, -0.90, 0.15, 0.19

---

Entry 10:
# C2H2F2

A 2-piece molecular cluster, C2H2F2 overall at a distorted geometry (ωB97M-V/def2-TZVPD, the Open Molecules 2025 dataset).

```
6
Properties=species:S:1:pos:R:3:forces:R:3
C 1.13900 0.28311 -0.04233 0.5284 1.5671 -1.5886
C 1.39783 1.16481 -0.82998 -1.5126 1.9651 0.0053
F 1.23820 2.31411 -1.39635 0.6084 -1.1651 -0.0030
H 1.50267 -0.47717 0.50800 0.6163 -2.3415 1.6647
F -1.49782 -0.46728 -0.08115 3.5157 1.9088 -0.2409
H -0.54075 0.02689 -0.14838 -3.7561 -1.9344 0.1625
```
Forces are in eV/Å.

## Properties
- structure (SMILES) = C#CF.F
- largest force on an atom (eV/A) = 4.2
- molar mass (g mol⁻¹) = 64.03
- energy relative to the best compared isomer or geometry (same formula, charge and spin) (kJ/mol) = 275.02
- highest occupied orbital energy (eV) = -11.77

natural (NBO) atomic charge list, values in e, 4 entries: -0.46, 0.51, -0.24, 0.25